C27H63O30P3 as an isolated structure. Source: the OMol25 dataset; level of theory: ωB97M-V/def2-TZVPD.

Last column: Löwdin charge in e.
CARTESIAN COORDINATES (ANGSTROEM)
C: -5.8777 -1.5298 -1.6300  -0.028
O: -4.7732 -0.5652 -1.5478  -0.245
P: -4.3394 0.2885 -0.1729  0.589
O: -4.9881 -0.1836 1.1086  -0.250
O: -2.7271 0.1580 -0.1997  -0.200
C: -2.1104 0.6760 0.8872  -0.214
O: -4.6820 1.8227 -0.5923  -0.239
C: -5.9260 2.4298 -0.2609  -0.096
H: -6.0939 -2.0931 -0.7222  0.098
H: -5.4820 -2.2669 -2.3287  0.060
H: -6.8138 -1.0891 -1.9732  0.103
H: -2.6122 1.1883 1.7081  0.054
H: -1.4476 1.4454 0.4910  0.117
H: -1.5015 -0.0572 1.4160  0.095
H: -6.8195 2.0756 -0.7750  0.092
H: -5.8589 3.4995 -0.4593  0.086
H: -5.9488 2.3395 0.8251  0.085
C: -1.1145 -0.6913 -1.5594  -0.150
O: -0.2316 0.1145 -0.7811  -0.166
P: 0.8353 -0.6225 0.1505  0.616
O: 0.2675 -1.8615 0.7564  -0.281
O: 1.2933 0.5770 1.1704  -0.201
C: 0.3754 1.2946 1.9485  -0.172
O: 2.0324 -0.8689 -0.8516  -0.184
C: 3.2998 -1.4281 -0.4444  -0.081
H: -1.4862 -1.5635 -1.0216  0.035
H: -0.5195 -1.1436 -2.3528  0.102
H: -1.9399 -0.0587 -1.8858  0.104
H: 0.5357 2.3720 1.9883  0.074
H: 0.5027 0.8938 2.9541  0.087
H: -0.6609 1.2093 1.6213  0.023
H: 3.7086 -2.0878 -1.2099  0.124
H: 3.2725 -2.0055 0.4797  0.063
H: 3.8966 -0.5369 -0.2500  0.068
C: 3.6615 6.0934 2.1128  -0.107
O: 3.4363 5.0528 3.0404  -0.232
P: 4.4071 3.7330 3.0537  0.496
O: 4.4488 3.0300 4.3906  -0.254
O: 5.7871 3.9612 2.2547  -0.241
C: 6.9535 4.0213 3.0909  -0.085
O: 3.6759 2.9523 1.8250  -0.208
C: 2.3537 2.4938 1.9883  -0.139
H: 3.8306 6.9973 2.6980  0.092
H: 2.7494 6.2111 1.5276  0.088
H: 4.4313 5.7813 1.4071  0.082
H: 7.8281 4.5051 2.6559  0.092
H: 7.0669 2.9679 3.3469  0.093
H: 6.6529 4.6139 3.9549  0.082
H: 2.1745 1.6133 1.3713  0.029
H: 1.5272 3.1891 1.8418  0.090
H: 2.3797 2.2275 3.0450  0.106
C: -5.7011 -1.9064 -5.0292  -0.014
O: -4.8048 -1.7076 -3.9647  -0.159
C: -4.1144 -2.7210 -3.4121  -0.648
O: -4.1285 -3.8965 -3.7180  0.155
O: -3.1862 -2.1591 -2.7123  0.040
C: -2.1168 -2.8425 -2.0646  -0.016
H: -5.9202 -0.8961 -5.3747  0.104
H: -6.6146 -2.3563 -4.6405  0.104
H: -5.3016 -2.4812 -5.8647  0.108
H: -1.5481 -3.2991 -2.8747  0.127
H: -2.3716 -3.6260 -1.3510  0.119
H: -1.5225 -2.0523 -1.6057  -0.074
C: 0.8231 1.5826 -2.6480  -0.059
O: -0.2975 0.7878 -2.9371  -0.149
C: -1.4672 1.3783 -3.3505  -0.491
O: -1.5155 2.5705 -3.5691  0.144
O: -2.4239 0.4487 -3.4575  -0.013
C: -3.7282 0.6829 -3.7542  -0.066
H: 0.8873 2.4149 -3.3489  0.108
H: 1.7492 1.0094 -2.6918  0.102
H: 0.7385 2.0425 -1.6635  0.107
H: -4.3269 -0.2251 -3.8259  0.047
H: -3.6556 1.0981 -4.7595  0.116
H: -4.3452 1.2569 -3.0629  0.100
C: -1.9148 4.2744 1.7963  -0.027
O: -1.2154 3.9291 2.9894  -0.006
C: -1.2996 2.5828 3.3498  -0.507
O: -1.7678 1.7102 2.5771  -0.064
O: -0.8463 2.5573 4.5177  0.099
C: -0.2504 1.3664 4.9999  0.003
H: -2.0339 5.3336 2.0243  0.106
H: -2.9079 3.8334 1.8824  0.097
H: -1.5288 3.9457 0.8314  0.103
H: 0.4097 0.8437 4.3077  0.078
H: -0.9940 0.7231 5.4701  0.116
H: 0.4486 1.6139 5.7988  0.111
C: 1.2722 -0.4881 -4.7448  0.035
O: 0.7705 -1.2900 -3.5923  -0.047
C: 1.4331 -2.4085 -3.2354  -0.617
O: 2.2637 -2.9547 -3.9027  0.153
O: 0.9694 -2.7104 -2.0594  -0.055
C: 1.2842 -3.8413 -1.2825  0.003
H: 0.7526 -0.7731 -5.6596  0.102
H: 2.2856 -0.6470 -5.1135  0.099
H: 1.1055 0.5046 -4.3265  0.058
H: 2.3274 -3.8805 -0.9691  0.097
H: 1.0362 -4.6975 -1.9099  0.112
H: 0.6272 -3.8607 -0.4129  0.094
C: -4.3166 -3.9632 3.4516  -0.087
O: -3.2427 -4.8150 3.2063  -0.032
C: -2.1442 -4.5364 2.4284  -0.462
O: -1.3132 -5.3508 2.1858  0.148
O: -2.2643 -3.1291 2.0268  -0.051
C: -1.3948 -2.5765 1.0388  -0.142
H: -5.1361 -4.6078 3.7697  0.091
H: -4.7409 -3.3976 2.6221  0.088
H: -4.0142 -3.2705 4.2370  0.095
H: -1.3711 -1.5014 1.2170  0.084
H: -1.6795 -2.9920 0.0721  0.088
H: -0.3904 -2.8665 1.3474  0.062
C: 4.8416 -1.1855 1.4250  -0.087
O: 6.1677 -1.3881 1.8361  0.008
C: 7.0937 -1.6330 0.8436  -0.538
O: 6.8658 -1.5831 -0.3952  0.070
O: 8.1858 -2.0681 1.3603  0.045
C: 9.3581 -1.9601 0.5640  -0.032
H: 4.4099 -0.6578 2.2754  0.129
H: 4.3963 -2.1663 1.2580  0.095
H: 4.7835 -0.5616 0.5330  0.056
H: 10.0897 -1.2592 0.9659  0.094
H: 9.1395 -1.5877 -0.4369  0.091
H: 9.9119 -2.8880 0.4212  0.097

The HOMO-LUMO gap is 0.317 Ha. As for the spin multiplicity: 1. Its energy above the lowest of the compared OMol25 structures with the same formula, charge and spin is 628.5 kcal/mol. The molar mass is 960.693 g/mol. The total energy is -118292.490 eV. The LUMO energy is 0.0117 hartree.